#one
Formula: C4H6N4
Source: the OMol25 dataset
Level of theory: the ωB97M-V functional and the def2-TZVPD basis

```
14
Properties=species:S:1:pos:R:3:lowdin_charge:R:1
H -0.464 2.589 0.334 0.07
N -0.114 1.780 0.833 0.13
C 0.197 0.687 0.360 -0.45
C 1.907 0.213 0.250 -0.06
C 3.010 0.503 -0.161 0.03
N -0.377 -0.344 -0.240 -0.08
C -0.061 -1.745 -0.039 -0.09
N -2.035 -0.129 -0.340 0.04
N -2.531 0.968 -0.197 0.06
H -3.557 0.986 -0.337 0.09
H 3.983 0.780 -0.468 0.00
H -0.982 -2.302 -0.210 0.08
H 0.712 -2.034 -0.749 0.08
H 0.313 -1.953 0.963 0.09
```

Computed properties:
**SMILES**: [H]/N=C(/C#C)N(C)/N=N/[H]
**Orbital gap**: 9.00 eV

#two
Formula: C4H6N4
Source: the OMol25 dataset
Level of theory: the ωB97M-V functional and the def2-TZVPD basis

```
14
Properties=species:S:1:pos:R:3:lowdin_charge:R:1
H -2.996 -0.130 -0.559 0.06
N -2.351 0.496 -0.067 0.15
C -1.190 0.137 -0.168 -0.46
N -0.399 -0.797 -0.500 0.06
C 0.940 -0.730 -0.207 -0.41
C 1.782 -2.156 -0.271 -0.02
N 1.377 0.364 0.246 0.15
C 0.095 1.134 0.286 -0.28
N -0.133 2.267 0.781 0.14
H -1.181 2.401 0.854 0.07
H -0.883 -1.870 -0.616 0.24
H 2.159 -2.354 -1.382 0.10
H 2.719 -1.838 0.431 0.11
H 0.968 -2.839 0.215 0.08
```

Computed properties:
**SMILES**: [H]/N=C1\NC(C)=N\C1=N\[H]
**Orbital gap**: 9.68 eV

#three
Formula: C4H6N4
Source: the OMol25 dataset
Level of theory: the ωB97M-V functional and the def2-TZVPD basis

```
14
Properties=species:S:1:pos:R:3:lowdin_charge:R:1
C -0.189 -0.761 -1.829 -0.27
C 0.245 0.310 0.138 -0.36
C -0.973 0.263 1.985 -0.18
C 1.082 0.960 1.226 -0.13
H -2.036 -1.107 -2.515 0.06
H 0.408 -1.655 -2.861 0.19
H 1.642 -0.134 -1.445 0.16
H -1.905 0.044 2.667 0.14
H 1.519 1.983 1.008 0.14
H 1.866 0.163 1.330 0.13
N -1.579 -0.681 -1.617 0.01
N 0.670 0.016 -1.099 0.03
N -0.938 -0.119 0.590 0.07
N 0.186 0.717 2.422 0.00
```

Computed properties:
**Orbital gap**: 8.91 eV

Winner for stability: #two

#one
Formula: C4H6N4
Source: the OMol25 dataset
Level of theory: the ωB97M-V functional and the def2-TZVPD basis

```
14
Properties=species:S:1:pos:R:3:lowdin_charge:R:1
C 0.752 1.445 -0.202 -0.14
C -0.567 1.381 0.016 -0.21
N -1.485 0.463 0.019 -0.03
N -1.415 -0.851 -0.626 0.07
C -0.436 -1.560 -0.333 -0.18
C 0.750 -1.198 0.536 -0.16
N 1.906 -0.635 -0.328 0.00
N 1.822 0.567 -0.554 -0.04
H 1.052 2.488 -0.167 0.09
H -1.086 2.266 0.389 0.13
H -2.409 0.809 -0.245 0.14
H -0.497 -2.592 -0.716 0.12
H 1.148 -2.165 0.879 0.10
H 0.466 -0.418 1.330 0.13
```

Computed properties:
**SMILES**: C1=C\N/N=C\C\N=N/1
**Orbital gap**: 8.45 eV

#two
Formula: C4H6N4
Source: the OMol25 dataset
Level of theory: the ωB97M-V functional and the def2-TZVPD basis

```
14
Properties=species:S:1:pos:R:3:lowdin_charge:R:1
C -1.014 -0.711 -1.222 -0.15
C -0.909 0.628 -1.161 -0.15
N -0.234 1.534 -0.379 0.02
C 0.600 1.446 0.750 -0.19
N 1.122 0.465 1.349 0.01
N 0.973 -0.826 1.260 -0.02
C 0.289 -1.764 0.532 -0.24
N -0.442 -1.805 -0.499 0.04
H -1.690 -1.047 -2.002 0.08
H -1.393 1.158 -1.974 0.10
H -0.315 2.492 -0.701 0.13
H 0.957 2.424 1.067 0.11
H 1.550 -1.263 1.978 0.14
H 0.505 -2.732 1.002 0.11
```

Computed properties:
**SMILES**: c1c[nH]cn[nH]cn1
**Orbital gap**: 8.98 eV

Winner for stability: #two

#one
Formula: C4H6N4
Source: the OMol25 dataset
Level of theory: the ωB97M-V functional and the def2-TZVPD basis

```
14
Properties=species:S:1:pos:R:3:lowdin_charge:R:1
C 1.153 1.314 0.088 -0.09
C -0.013 0.846 -0.293 -0.33
N -1.302 1.388 -0.104 0.00
N -2.293 0.561 0.005 -0.01
C -1.685 -0.826 0.067 -0.16
C -0.286 -0.641 -0.481 -0.24
N 1.156 -1.012 0.152 0.02
N 1.865 0.199 -0.177 -0.11
H 1.121 2.400 0.350 0.15
H -1.352 -0.578 1.337 0.19
H -2.268 -1.806 -0.251 0.14
H -0.135 -0.975 -1.607 0.17
H 0.925 -1.114 1.036 0.01
H 3.112 0.244 -0.124 0.25
```

Computed properties:
**SMILES**: C1=C2N=NC[C@@H]2NN1
**Orbital gap**: 8.47 eV

#two
Formula: C4H6N4
Source: the OMol25 dataset
Level of theory: the ωB97M-V functional and the def2-TZVPD basis

```
14
Properties=species:S:1:pos:R:3:lowdin_charge:R:1
H -3.198 -0.606 0.005 0.06
N -2.247 -0.272 -0.229 0.10
C -1.137 -0.915 0.127 -0.19
N 0.173 -0.664 -0.135 -0.03
C 1.165 -1.584 -0.113 -0.14
N 2.323 -0.928 -0.054 0.02
N 2.082 0.434 -0.040 0.07
C 0.798 0.543 -0.135 -0.35
C 0.153 1.918 -0.017 0.01
H -1.350 -1.937 0.492 0.13
H 1.024 -2.674 -0.111 0.13
H 0.688 2.366 0.816 0.08
H 0.370 2.577 -0.868 0.09
H -0.845 1.744 0.262 0.03
```

Computed properties:
**SMILES**: [H]/N=C/n1cnnc1C
**Orbital gap**: 10.18 eV

#three
Formula: C4H6N4
Source: the OMol25 dataset
Level of theory: the ωB97M-V functional and the def2-TZVPD basis

```
14
Properties=species:S:1:pos:R:3:lowdin_charge:R:1
H -1.678 -0.452 2.348 0.10
N -1.043 -1.183 1.818 0.12
C -0.403 -0.496 1.008 -0.50
C -0.221 1.034 0.741 -0.18
N -0.768 1.490 -0.443 0.05
C -0.230 0.969 -1.416 -0.25
N 1.010 0.233 -1.552 0.09
C 1.284 -0.661 -0.692 -0.20
N 0.368 -1.247 0.235 0.03
H -0.781 1.274 1.621 0.09
H 0.755 1.488 0.731 0.13
H -0.680 1.221 -2.467 0.14
H 2.322 -1.263 -0.726 0.16
H 0.510 -2.391 0.237 0.23
```

Computed properties:
**SMILES**: [H]/N=C1\CN=CN=CN1
**Orbital gap**: 9.96 eV

#four
Formula: C4H6N4
Source: the OMol25 dataset
Level of theory: the ωB97M-V functional and the def2-TZVPD basis

```
14
Properties=species:S:1:pos:R:3:lowdin_charge:R:1
C -3.464 -0.056 0.057 -0.08
C -1.959 0.419 -0.001 -0.12
C -0.988 -0.457 -0.149 -0.12
N 0.377 -0.134 -0.086 -0.15
N 1.295 -1.145 0.085 0.10
C 2.430 -0.491 0.035 -0.23
N 2.275 0.870 0.001 -0.01
N 1.003 1.121 0.038 0.07
H -3.610 -0.177 1.181 0.09
H -3.497 -1.042 -0.375 0.05
H -4.173 0.744 -0.391 0.10
H -1.687 1.447 -0.117 0.09
H -1.219 -1.471 -0.173 0.10
H 3.421 -0.968 -0.039 0.11
```

Computed properties:
**SMILES**: C/C=C/n1ncnn1
**Orbital gap**: 9.64 eV

Winner for stability: #two

#one
Formula: C4H6N4
Source: the OMol25 dataset
Level of theory: the ωB97M-V functional and the def2-TZVPD basis

```
14
Properties=species:S:1:pos:R:3:lowdin_charge:R:1
H 2.407 1.058 0.076 0.12
N 1.507 1.713 -0.239 0.12
C 0.484 1.157 0.056 -0.46
N -0.849 1.754 0.232 0.10
C -1.840 0.860 0.077 -0.20
C -1.941 -0.579 -0.088 -0.05
C -0.557 -1.012 -0.088 -0.05
N 0.544 -0.297 0.229 -0.20
N 1.623 -0.902 0.021 -0.03
H -2.678 1.542 -0.305 0.12
H -2.760 -1.336 -0.174 0.10
H -0.425 -2.159 -0.169 0.14
H 2.067 -1.241 0.964 0.16
H 2.418 -0.559 -0.592 0.13
```

Computed properties:
**SMILES**: [H]/N=c1/ncccn1N
**Orbital gap**: 8.69 eV

#two
Formula: C4H6N4
Source: the OMol25 dataset
Level of theory: the ωB97M-V functional and the def2-TZVPD basis

```
14
Properties=species:S:1:pos:R:3:lowdin_charge:R:1
C 0.647 -0.647 -1.438 0.02
C -0.103 0.740 -0.419 -0.54
C 0.891 1.027 0.624 -0.18
C 1.565 0.137 1.343 0.01
N -1.365 -0.449 0.054 -0.03
N -1.559 -0.623 1.226 0.04
N 0.204 -1.614 -1.953 0.15
N -0.601 1.693 -1.109 0.11
H -2.424 -1.182 1.390 0.07
H -0.682 -2.094 -2.058 0.09
H -1.355 1.410 -1.733 0.05
H 1.042 2.088 0.780 0.10
H 1.449 -0.931 1.211 0.05
H 2.292 0.444 2.082 0.06
```

Computed properties:
**Orbital gap (spin up / spin down)**: 7.88 / 7.88 eV

Winner for stability: #one